# 1
The following is a DFT calculation (the ωB97M-V functional and the def2-TZVPD basis) of a single C4H7NO2 molecule.

```
14
Properties=species:S:1:pos:R:3
C -0.82395 -1.45344 0.22489
H -1.34777 2.54204 0.44429
H -1.77633 -1.30418 -0.30158
C 0.91419 0.55857 0.88970
N -0.45163 0.94514 0.67783
H -0.36013 -2.35970 -0.16692
C 0.01446 -0.22551 -0.04552
C 0.68067 -0.20523 -1.39057
O 1.08149 -1.22856 -1.89378
H 1.22059 0.21782 1.87445
H 1.64692 1.17987 0.36625
H -1.05189 -1.56642 1.28649
O -0.61443 2.14559 -0.04779
H 0.87584 0.77995 -1.85498
```

Properties
- largest force on an atom (eV/Å) = 0.523
- structure (SMILES) = C[C@]1(C=O)CN1O
- highest occupied orbital energy (eV) = -9.73
- energy relative to the best compared isomer or geometry (same formula, charge and spin) (kcal per mole) = 88.7

# 2
The following is a DFT calculation (the ωB97M-V functional and the def2-TZVPD basis) of a molecular structure, C4H7NO2.

```
14
Properties=species:S:1:pos:R:3
H 0.39277 1.22512 2.17221
O -1.24885 0.39495 -1.89943
H -0.68895 1.31563 -1.65153
H -1.10846 0.31963 2.02584
C -0.38181 0.91398 1.46274
C -0.06303 -0.41214 -2.07543
H 1.52245 -2.09487 1.92441
H -0.28289 -1.43927 -1.78770
O 0.99297 -1.28747 1.91146
C 0.20592 0.07215 0.36811
H 0.39678 -0.31819 -3.05998
H -0.87599 1.79981 1.05698
N 0.83744 -1.03145 0.56608
C 0.30165 0.54212 -1.01376
```

Properties
- largest force on an atom (eV/Å) = 0.577
- highest occupied orbital energy (eV) = -8.90
- energy relative to the best compared isomer or geometry (same formula, charge and spin) (kcal per mole) = 150.9

# 3
The following is a DFT calculation (the ωB97M-V functional and the def2-TZVPD basis) of a single C4H7NO2 molecule.

```
14
Properties=species:S:1:pos:R:3
H -1.13477 -2.52679 -0.61335
H 1.00855 1.71851 0.14838
C -0.71328 -1.52496 -0.52725
O -0.19868 1.07266 1.60865
H -0.93353 0.45775 1.72823
H 1.55992 -0.58918 1.33303
N -1.40817 -0.50351 -0.79491
C 1.23401 -0.40298 0.30956
H -1.45437 1.56824 -0.56363
C 0.35905 0.85455 0.32751
H 2.11304 -0.27849 -0.32963
C -0.71868 0.78117 -0.75242
O 0.57290 -1.60055 -0.13169
H -0.28599 0.97358 -1.74248
```

Properties
- largest force on an atom (eV/Å) = 0.400
- structure (SMILES) = O[C@@H]1CN=COC1
- highest occupied orbital energy (eV) = -9.77
- energy relative to the best compared isomer or geometry (same formula, charge and spin) (kcal per mole) = 35.3

# 4
The following is a DFT calculation (the ωB97M-V functional and the def2-TZVPD basis) of a single C4H7NO2 molecule in a non-equilibrium geometry.

```
14
Properties=species:S:1:pos:R:3
H -2.81617 0.33056 -0.98555
C 1.35102 -0.56086 0.74294
H 1.66184 -0.36192 -1.29835
C -2.32433 -0.18995 -0.10606
N -0.66998 1.27065 -0.61634
O 3.11334 0.74871 -0.33766
H 0.14740 1.88378 -0.56968
H 1.50369 0.00798 1.65816
C -0.84946 0.10402 -0.20181
C 2.13802 0.03596 -0.38637
H -2.48589 0.38002 0.88970
H -2.55089 -1.25878 -0.08399
H 1.77458 -1.54701 0.97065
O 0.00682 -0.84316 0.32435
```

Properties
- largest force on an atom (eV/Å) = 2.175
- structure (SMILES) = [H]/N=C(/C)OCC=O
- highest occupied orbital energy (eV) = -9.84
- energy relative to the best compared isomer or geometry (same formula, charge and spin) (kcal per mole) = 59.0

# 5
The following is a DFT calculation (the ωB97M-V functional and the def2-TZVPD basis) of a single C4H7NO2S molecule in a non-equilibrium geometry.

```
15
Properties=species:S:1:pos:R:3
H 2.37339 -0.96600 -1.56973
C 2.36283 0.46349 0.20668
O -0.14885 -0.16920 0.31991
C -2.51794 0.19037 -0.01493
N 0.48130 -0.70266 -0.79030
C -1.47894 -0.68517 0.52534
C 1.75022 -0.45074 -0.81152
H -1.54929 -1.66103 0.08754
H 1.68553 1.44036 0.30064
H 3.41063 0.73897 -0.12896
S -4.07518 -0.22801 -0.31791
H -1.63602 -0.81334 1.65929
H 2.25484 0.04251 1.21387
H -0.95335 1.44854 -0.21497
O -1.95916 1.35190 -0.46493
```

Properties
- largest force on an atom (eV/Å) = 2.849
- structure (SMILES) = C/C=N\OCC(O)=S
- highest occupied orbital energy (eV) = -8.83
- energy relative to the best compared isomer or geometry (same formula, charge and spin) (kcal per mole) = 88.2

# 6
The following is a DFT calculation (the ωB97M-V functional and the def2-TZVPD basis) of a single C4H7NO2S molecule in a non-equilibrium geometry.

```
15
Properties=species:S:1:pos:R:3
H -0.31458 0.20947 -2.26761
N 1.43829 1.33714 0.26693
H -1.16593 -1.21290 -2.86359
O -0.34595 -1.46212 -1.03265
C -0.95086 -0.60471 -1.99277
H -1.92924 -0.17470 -1.60625
O 0.68812 1.83248 1.30150
C 0.12538 -0.85412 0.12943
H -0.57139 1.48073 2.82278
S -1.21882 -0.07126 1.11248
H 1.84996 -0.11388 -1.03771
H 0.56085 -1.64158 0.73278
C -0.02569 0.89086 2.07026
C 1.18950 0.17020 -0.19111
H 0.67035 0.21440 2.55551
```

Properties
- largest force on an atom (eV/Å) = 1.787
- structure (SMILES) = CO[C@H]1C=NOCS1
- highest occupied orbital energy (eV) = -9.22
- energy relative to the best compared isomer or geometry (same formula, charge and spin) (kcal per mole) = 88.3

Number 1: HOMO-LUMO gap 10.603 eV. Number 2: HOMO-LUMO gap 9.239 eV. Number 3: HOMO-LUMO gap 10.572 eV. Number 4: HOMO-LUMO gap 10.632 eV. Number 5: HOMO-LUMO gap 9.217 eV. Number 6: HOMO-LUMO gap 9.936 eV.